one) Entry from the OMol25 dataset: one molecule with the formula C6H10O2 (wB97M-V/def2-TZVPD).

Its HOMO energy is -0.35348 Eh. The HOMO-LUMO gap comes out at 10.3779 eV. The LUMO energy comes out at 0.759 eV.

Last column: Löwdin charge in e.
Positions of all 18 atoms, in Å:
O 1.52 1.54 -2.03  0.079
O 0.54 -0.43 -2.44  0.120
C -0.69 -0.60 1.73  -0.365
C -0.38 -0.62 3.02  0.045
C 0.67 0.51 -1.70  -0.503
C 0.07 0.71 -0.34  -0.103
C 0.39 -0.36 0.71  -0.149
C -2.07 -0.85 1.19  -0.057
H 1.53 1.72 -2.97  0.111
H -2.09 -1.74 0.58  0.090
H -0.96 0.91 -0.50  0.104
H 0.41 1.70 -0.01  0.123
H 1.31 -0.05 1.19  0.117
H 0.62 -0.48 3.39  0.053
H -2.76 -0.99 2.02  0.075
H 0.71 -1.26 0.17  0.125
H -2.48 0.05 0.73  0.074
H -1.09 -0.83 3.81  0.063


two) Entry from the OMol25 dataset: one molecule with the formula C6H10O2 (wB97M-V/def2-TZVPD).

Its HOMO energy is -0.32809 Eh. The HOMO-LUMO gap comes out at 9.6387 eV. The LUMO energy comes out at 0.711 eV.

Last column: Löwdin charge in e.
Positions of all 18 atoms, in Å:
O -2.23 0.58 -1.02  -0.059
O 2.96 -0.21 -0.47  0.032
C 0.42 -0.63 0.21  -0.196
C 2.11 -0.90 0.02  -0.151
C 0.10 0.63 0.09  -0.181
C -1.62 0.85 0.21  -0.186
C -0.33 -1.87 0.52  -0.074
C 0.80 1.84 -0.37  -0.052
H 0.63 2.66 0.33  0.087
H 1.87 1.67 -0.48  0.062
H 0.31 -2.57 1.06  0.073
H 2.37 -1.96 0.30  0.104
H -1.77 1.90 0.43  0.101
H -2.07 0.27 1.02  0.097
H -0.67 -2.37 -0.40  0.088
H -1.19 -1.68 1.16  0.075
H -2.09 -0.34 -1.25  0.084
H 0.40 2.14 -1.34  0.098


three) Entry from the OMol25 dataset: one molecule with the formula C6H10O2 (wB97M-V/def2-TZVPD).

Its HOMO energy is -0.36348 Eh. The HOMO-LUMO gap comes out at 10.8058 eV. The LUMO energy comes out at 0.915 eV.

Last column: Löwdin charge in e.
Positions of all 18 atoms, in Å:
O -1.47 -1.31 0.17  0.046
O 0.29 1.30 -1.20  -0.165
C -0.07 -0.76 0.47  -0.413
C -0.95 -0.06 -0.29  -0.371
C -0.01 -0.43 1.98  -0.019
C 1.18 -1.01 -0.46  -0.031
C 1.39 0.60 -0.72  -0.206
C -0.79 1.40 -0.24  -0.094
H -0.05 -1.30 2.70  0.083
H -1.41 2.23 -0.58  0.128
H -0.76 -0.14 -1.28  0.116
H 2.00 -1.60 -0.04  0.101
H 0.97 -1.55 -1.42  0.135
H 1.63 1.20 0.30  0.142
H -0.41 1.76 0.84  0.151
H 2.49 0.73 -1.29  0.168
H -0.73 0.37 2.29  0.084
H 1.17 -0.03 2.27  0.147


Which structure is most stable? one), by 43.2 kcal/mol over the runner-up.


one) Entry from the OMol25 dataset: a 8-piece molecular cluster, C24H56N8O8 overall (wB97M-V/def2-TZVPD).

Its HOMO energy is -0.33370 Eh. The HOMO-LUMO gap comes out at 9.0758 eV. The LUMO energy comes out at -0.004 eV.

Last column: Löwdin charge in e.
Positions of all 96 atoms, in Å:
O 14.36 -5.92 -11.04  0.031
O 24.51 -5.53 -9.28  0.030
O 25.47 -10.13 -6.02  0.035
O 29.36 -8.88 -12.63  0.044
O 20.68 -15.14 -9.83  0.053
O 22.31 -10.47 -10.46  0.015
O 17.72 -6.20 -7.51  -0.011
O 20.41 -6.32 -12.54  0.040
N 18.65 -7.35 -5.86  0.019
N 29.91 -8.04 -10.58  -0.006
N 20.12 -15.37 -7.65  -0.002
N 19.14 -5.47 -10.85  0.023
N 15.79 -6.74 -9.50  0.007
N 22.35 -8.28 -10.87  0.030
N 23.07 -4.68 -7.79  -0.001
N 26.35 -11.86 -7.20  0.001
C 25.44 -10.88 -6.98  -0.553
C 27.25 -12.36 -6.18  -0.084
C 23.10 -5.75 -6.80  -0.048
C 20.27 -9.20 -10.07  0.007
C 16.04 -8.02 -10.14  -0.068
C 19.32 -6.09 -12.05  -0.545
C 16.32 -6.63 -5.64  0.003
C 20.31 -14.66 -8.77  -0.563
C 20.24 -5.09 -9.99  -0.084
C 15.07 -5.75 -10.06  -0.577
C 23.84 -4.58 -8.90  -0.551
C 17.57 -6.77 -6.42  -0.510
C 31.09 -7.30 -10.98  -0.074
C 27.99 -9.52 -10.78  -0.001
C 19.95 -7.46 -6.53  -0.048
C 18.06 -6.60 -12.72  0.015
C 20.42 -16.81 -7.63  -0.072
C 23.86 -3.25 -9.62  0.001
C 24.48 -10.68 -8.12  -0.012
C 23.77 -8.17 -11.21  -0.041
C 29.16 -8.75 -11.44  -0.562
C 21.73 -9.39 -10.46  -0.543
C 15.01 -4.46 -9.27  0.002
C 20.15 -13.14 -8.62  -0.003
H 23.82 -8.27 -12.29  0.089
H 23.58 -6.64 -7.21  0.089
H 31.17 -7.41 -12.06  0.081
H 21.86 -7.39 -10.93  0.087
H 27.30 -8.67 -10.73  0.081
H 17.10 -8.28 -10.14  0.067
H 18.19 -5.30 -10.59  0.119
H 16.05 -4.18 -9.06  0.072
H 16.43 -6.43 -8.77  0.065
H 23.86 -11.56 -8.35  0.081
H 23.59 -5.47 -5.87  0.089
H 14.50 -3.72 -9.87  0.082
H 24.21 -7.20 -11.00  0.061
H 27.31 -13.44 -6.33  0.080
H 21.00 -12.64 -9.05  0.069
H 16.52 -6.11 -4.69  0.091
H 20.05 -8.15 -9.89  0.051
H 24.57 -2.51 -9.25  0.085
H 18.37 -7.04 -13.66  0.086
H 18.54 -7.82 -4.97  0.140
H 21.43 -17.04 -7.93  0.084
H 15.39 -8.76 -9.68  0.085
H 22.88 -2.84 -9.34  0.073
H 28.22 -9.91 -9.79  0.069
H 23.81 -9.84 -8.01  0.074
H 20.05 -12.85 -7.57  0.063
H 19.78 -17.30 -8.37  0.083
H 26.40 -12.35 -8.07  0.129
H 32.00 -7.85 -10.72  0.080
H 27.62 -10.28 -11.45  0.078
H 20.70 -7.31 -5.75  0.078
H 24.33 -8.99 -10.78  0.062
H 22.37 -3.99 -7.55  0.124
H 31.12 -6.28 -10.60  0.080
H 20.16 -8.50 -6.79  0.091
H 15.75 -7.92 -11.19  0.072
H 14.52 -4.63 -8.31  0.078
H 19.80 -4.64 -9.10  0.082
H 20.11 -17.23 -6.68  0.079
H 22.04 -5.91 -6.60  0.041
H 24.12 -3.35 -10.67  0.088
H 19.62 -9.62 -10.85  0.088
H 25.01 -10.62 -9.08  0.072
H 20.93 -4.38 -10.44  0.084
H 19.97 -14.95 -6.75  0.121
H 15.72 -7.50 -5.38  0.090
H 29.47 -7.73 -9.72  0.132
H 15.55 -5.97 -6.06  0.080
H 20.05 -6.59 -7.16  0.066
H 26.83 -12.31 -5.18  0.083
H 19.88 -9.72 -9.19  0.067
H 17.42 -5.74 -12.96  0.092
H 28.26 -11.96 -6.12  0.078
H 20.84 -5.93 -9.62  0.061
H 17.58 -7.38 -12.13  0.051
H 19.16 -12.78 -8.92  0.078


two) Entry from the OMol25 dataset: a 8-piece molecular cluster, C24H56N8O8 overall (wB97M-V/def2-TZVPD).

Its HOMO energy is -0.32362 Eh. The HOMO-LUMO gap comes out at 8.8026 eV. The LUMO energy comes out at -0.003 eV.

Last column: Löwdin charge in e.
Positions of all 96 atoms, in Å:
O -2.19 -5.43 -2.63  0.040
O 3.65 -4.12 0.63  -0.003
O -5.75 -0.39 -1.57  -0.009
O 3.23 2.66 -4.99  0.058
O 4.87 1.54 -1.51  0.034
O 1.10 1.56 3.17  -0.007
O -7.12 0.81 2.32  0.009
O -0.31 -0.88 -0.90  0.035
N 2.26 -5.88 0.84  -0.004
N -0.89 -3.71 -2.02  0.007
N -4.17 0.71 -2.86  0.020
N -4.94 1.28 2.67  0.000
N 0.73 2.53 5.11  0.025
N 0.52 0.68 0.49  0.011
N 5.35 0.97 0.58  0.018
N 3.38 3.55 -3.00  0.029
C -6.22 1.62 2.70  -0.534
C -3.10 -3.24 -2.96  0.021
C 3.13 4.64 -2.02  -0.069
C 0.28 1.94 4.01  -0.502
C 7.17 1.34 -0.99  0.003
C 4.08 -5.91 -0.88  0.003
C 3.27 -5.24 0.25  -0.550
C -6.36 0.72 -3.58  -0.018
C -6.61 2.95 3.22  -0.016
C 0.01 -0.55 0.22  -0.513
C -5.35 0.23 -2.62  -0.568
C 2.84 3.49 -4.21  -0.635
C -0.05 -1.54 1.41  0.028
C 1.70 4.35 -4.53  -0.013
C -4.49 -0.01 2.28  -0.081
C -3.02 0.49 -1.98  -0.073
C -2.01 -4.24 -2.51  -0.571
C 0.15 -4.40 -1.32  -0.078
C -1.24 1.78 3.72  0.011
C 5.70 1.34 -0.65  -0.563
C 1.47 -5.52 1.99  -0.069
C 3.98 0.85 1.08  -0.040
C 0.70 1.63 -0.54  -0.094
C 2.14 2.56 5.63  -0.032
H 7.90 1.10 -0.22  0.070
H -0.24 1.90 -1.02  0.072
H 2.00 -5.93 2.86  0.086
H 1.29 1.25 -1.37  0.094
H 1.48 4.37 -5.60  0.088
H -0.01 2.75 5.76  0.130
H -1.52 0.73 3.68  0.076
H -3.12 -0.43 -1.41  0.072
H 1.16 2.50 -0.07  0.087
H 7.55 2.29 -1.35  0.084
H 3.81 -0.21 1.27  0.090
H 4.11 -5.17 -1.68  0.084
H -6.31 1.79 -3.79  0.081
H -2.09 0.37 -2.52  0.074
H -3.49 0.14 1.89  0.072
H 0.09 -2.53 0.96  0.054
H -1.01 -1.47 1.91  0.068
H -4.03 -3.45 -2.43  0.087
H 2.17 -6.83 0.54  0.134
H 3.91 1.36 2.04  0.076
H 0.67 -1.33 2.21  0.074
H -6.88 3.62 2.40  0.087
H -0.92 -2.70 -1.95  0.090
H -2.82 1.35 -1.33  0.078
H -6.21 0.14 -4.49  0.087
H 7.23 0.54 -1.74  0.092
H 3.26 1.22 0.35  0.062
H -5.10 -0.53 1.53  0.090
H 6.04 0.79 1.30  0.136
H 0.83 3.95 -4.02  0.092
H 2.75 2.63 4.73  0.077
H 0.51 -6.03 1.99  0.086
H 2.47 1.72 6.23  0.081
H -1.60 2.19 2.78  0.077
H 3.35 5.51 -2.65  0.070
H 1.31 -4.45 2.08  0.074
H -3.99 1.46 -3.52  0.146
H 5.09 -6.22 -0.59  0.083
H -0.17 -4.54 -0.29  0.073
H -2.73 -2.25 -2.70  0.043
H -7.48 2.92 3.88  0.087
H -1.90 2.27 4.44  0.069
H 2.13 4.81 -1.64  0.072
H -4.53 -0.73 3.10  0.089
H 1.89 5.40 -4.29  0.074
H -7.36 0.54 -3.17  0.087
H -4.25 2.00 2.81  0.124
H -5.86 3.48 3.81  0.069
H 4.02 2.80 -2.79  0.091
H 0.42 -5.34 -1.79  0.086
H 1.07 -3.81 -1.41  0.089
H 3.89 4.67 -1.24  0.079
H 2.35 3.36 6.33  0.079
H 0.75 0.97 1.43  0.067
H -3.24 -3.35 -4.03  0.083
H 3.51 -6.76 -1.24  0.066


Which structure is most stable? one), by 5.4 kcal/mol over the runner-up.


one) Entry from the OMol25 dataset: a 2-piece molecular cluster, C2H4FPS overall (wB97M-V/def2-TZVPD).

Its HOMO energy is -0.31713 Eh. The HOMO-LUMO gap comes out at 6.4028 eV. The LUMO energy comes out at -2.227 eV.

Last column: Löwdin charge in e.
Positions of all 9 atoms, in Å:
S 2.35 0.23 1.09  0.634
P 0.68 -1.29 -1.01  0.845
F 2.03 0.98 -1.31  -0.080
C -1.69 0.27 0.22  0.081
C 1.79 0.05 -0.41  -1.255
H -1.34 1.32 0.32  0.006
H -2.51 0.11 -0.45  -0.028
H -1.80 -0.10 1.20  -0.024
H 0.49 -1.58 0.34  -0.179


two) Entry from the OMol25 dataset: C2H4FPS as an isolated structure (wB97M-V/def2-TZVPD).

Its HOMO energy is -0.33875 Eh. The HOMO-LUMO gap comes out at 8.4136 eV. The LUMO energy comes out at -0.804 eV.

Last column: Löwdin charge in e.
Positions of all 9 atoms, in Å:
S 2.05 -1.61 0.05  0.673
P -0.76 -0.70 -0.96  0.870
F 1.52 0.39 -1.36  -0.093
C 1.01 -0.69 -0.78  -1.225
C -0.83 0.93 0.66  -0.136
H -0.02 1.45 0.13  -0.024
H -0.88 -1.68 0.00  -0.113
H -0.33 0.32 1.43  0.003
H -1.75 1.59 0.83  0.045


Which structure is most stable? two), by 48.8 kcal/mol over the runner-up.